The following is a DFT calculation (ωB97M-V with the def2-TZVPD basis set) of the molecule C21H27N3O4S2 in a non-equilibrium geometry.

Each atom is followed by the atoms it is bonded to, with distances in Å.
CARTESIAN COORDINATES (ANGSTROEM)
1 C -6.275 -2.054 0.802  O2 1.408, H31 1.094, H32 1.089, H33 1.094
2 O -5.351 -1.182 0.195  C1 1.408, C3 1.354
3 C -5.447 0.151 0.413  O2 1.354, C4 1.390, C8 1.413
4 C -6.476 0.749 1.131  C3 1.390, C5 1.384, H34 1.078
5 C -6.553 2.126 1.239  C4 1.384, C6 1.385, H35 1.080
6 C -5.614 2.931 0.615  C5 1.385, C7 1.379, H36 1.079
7 C -4.587 2.349 -0.096  C6 1.379, C8 1.399, H37 1.080
8 C -4.457 0.959 -0.190  C3 1.413, C7 1.399, C9 1.440
9 C -3.314 0.438 -0.894  C8 1.440, C10 1.349, H38 1.086
10 C -2.662 -0.736 -0.770  C9 1.349, S11 1.745, C29 1.468
11 S -2.941 -2.057 0.335  C10 1.745, C12 1.753
12 C -1.463 -2.859 -0.160  S11 1.753, S13 1.632, N14 1.358
13 S -0.919 -4.261 0.476  C12 1.632
14 N -0.858 -2.176 -1.166  C12 1.358, C15 1.445, C29 1.382
15 C 0.452 -2.527 -1.664  N14 1.445, C16 1.537, H39 1.093, H40 1.092
16 C 1.534 -1.979 -0.721  C15 1.537, C17 1.524, H41 1.089, H42 1.091
17 C 1.245 -0.504 -0.468  C16 1.524, O18 1.217, N19 1.341
18 O 0.456 -0.146 0.388  C17 1.217
19 N 1.851 0.337 -1.318  C17 1.341, C20 1.441, H43 1.006
20 C 1.647 1.763 -1.283  N19 1.441, C21 1.529, H44 1.092, H45 1.095
21 C 2.897 2.518 -0.829  C20 1.529, C22 1.530, H46 1.091, H47 1.091
22 C 3.349 2.075 0.565  C21 1.530, N23 1.455, H48 1.092, H49 1.103
23 N 4.026 0.787 0.527  C22 1.455, C24 1.453, C28 1.455
24 C 5.436 0.914 0.201  N23 1.453, C25 1.528, H50 1.106, H51 1.092
25 C 6.051 -0.480 0.082  C24 1.528, O26 1.406, H52 1.102, H53 1.091
26 O 5.914 -1.204 1.279  C25 1.406, C27 1.409
27 C 4.555 -1.318 1.631  O26 1.409, C28 1.528, H54 1.100, H55 1.091
28 C 3.889 0.050 1.773  N23 1.455, C27 1.528, H56 1.105, H57 1.092
29 C -1.444 -0.985 -1.551  C10 1.468, N14 1.382, O30 1.212
30 O -1.002 -0.281 -2.433  C29 1.212
31 H -7.290 -1.878 0.433  C1 1.094
32 H -5.955 -3.056 0.519  C1 1.089
33 H -6.256 -1.966 1.891  C1 1.094
34 H -7.230 0.143 1.608  C4 1.078
35 H -7.360 2.569 1.804  C5 1.080
36 H -5.685 4.006 0.686  C6 1.079
37 H -3.842 2.967 -0.575  C7 1.080
38 H -2.852 1.121 -1.600  C9 1.086
39 H 0.540 -2.074 -2.655  C15 1.093
40 H 0.519 -3.615 -1.734  C15 1.092
41 H 2.516 -2.130 -1.166  C16 1.089
42 H 1.476 -2.513 0.230  C16 1.091
43 H 2.544 -0.012 -1.958  N19 1.006
44 H 0.826 1.938 -0.583  C20 1.092
45 H 1.340 2.104 -2.277  C20 1.095
46 H 3.702 2.359 -1.548  C21 1.091
47 H 2.668 3.584 -0.809  C21 1.091
48 H 2.465 1.975 1.197  C22 1.092
49 H 3.997 2.849 1.010  C22 1.103
50 H 5.979 1.480 0.981  C24 1.106
51 H 5.545 1.442 -0.748  C24 1.092
52 H 5.560 -1.022 -0.741  C25 1.102
53 H 7.123 -0.414 -0.117  C25 1.091
54 H 4.023 -1.901 0.865  C27 1.100
55 H 4.528 -1.859 2.578  C27 1.091
56 H 4.356 0.590 2.616  C28 1.105
57 H 2.827 -0.087 1.985  C28 1.092

Energy above the lowest of the compared OMol25 structures with the same formula, charge and spin in kJ/mol: 188.4
2S+1: 1
Frontier orbital gap in eV: 7.599
LUMO in eV: -0.5
SMILES: COc1ccccc1/C=C1\SC(=S)N(CCC(=O)NCCCN2CCOCC2)C1=O